{
  "formula": "C30H43Cl38N4O4S",
  "method": "ωB97M-V/def2-TZVPD",
  "energy_ha": -19573.419155,
  "charge": 1,
  "elements": ["H", "C", "H", "Cl", "H", "Cl", "O", "C", "H", "Cl", "H", "H", "C", "C", "Cl", "H", "H", "Cl", "C", "Cl", "H", "H", "H", "H", "H", "H", "C", "C", "Cl", "Cl", "C", "C", "Cl", "C", "Cl", "N", "N", "H", "C", "H", "Cl", "H", "C", "H", "O", "Cl", "Cl", "C", "Cl", "Cl", "C", "H", "Cl", "C", "Cl", "C", "H", "Cl", "H", "C", "H", "S", "C", "H", "H", "Cl", "O", "C", "H", "C", "Cl", "Cl", "H", "Cl", "Cl", "C", "H", "H", "H", "H", "H", "Cl", "C", "Cl", "Cl", "C", "H", "Cl", "C", "Cl", "H", "O", "C", "H", "N", "Cl", "H", "Cl", "Cl", "H", "H", "Cl", "Cl", "H", "H", "C", "Cl", "Cl", "Cl", "H", "Cl", "H", "H", "H", "C", "C", "Cl", "C", "N", "C"],
  "xyz": [[4.7061, -0.9814, 0.4354], [2.1945, 0.1362, 3.2829], [-1.0632, -2.1838, -7.0419], [1.9395, -3.3868, 14.7080], [2.4275, -4.1903, 12.5469], [3.8519, -2.3963, 5.4679], [-2.9068, 1.7002, -5.4248], [-1.2367, -0.1750, -3.4634], [-0.9253, 3.4553, -5.0809], [1.9066, -1.0089, 10.4861], [1.8951, 0.1113, 0.7977], [11.4773, -1.0219, 10.0799], [1.0603, 0.3616, -2.4187], [3.6087, 8.1193, -6.9421], [-10.7060, -4.3766, -4.1362], [-5.6647, 0.7753, -4.1306], [2.5854, 0.5603, 4.3227], [0.7678, 3.0789, -8.0988], [4.0046, -0.1906, -0.1189], [4.8838, 1.4891, 11.7619], [4.7236, 0.5797, -0.6286], [1.2508, -1.9405, 2.7155], [-3.6725, -0.3968, 0.1847], [-0.8980, 4.0596, -9.4470], [3.3117, 0.6848, -2.6059], [1.2006, 0.9361, 11.6143], [-0.9967, -2.1505, -5.8505], [-2.4228, -1.5355, -5.3312], [-9.2455, -3.5009, 1.0755], [2.7446, 6.6025, -6.6384], [-5.8929, -1.4917, -4.1742], [1.1757, -1.1200, 3.5528], [8.6406, -5.3114, 6.3019], [4.3778, 9.2014, -12.9103], [-11.9105, -4.1263, -0.7781], [-0.0325, -0.5885, -2.8793], [-2.4248, -0.9844, -3.9275], [3.1579, 1.5969, 1.0702], [1.1144, 0.5728, 10.5871], [0.0491, -0.7455, 3.5890], [6.9308, 2.4251, 9.9134], [1.0784, 1.3915, -2.9927], [-4.6318, 3.8475, -3.0789], [-3.8026, 1.9955, -5.7684], [-5.7436, -2.6768, -4.8298], [10.0534, 0.8432, 10.3001], [9.9434, -1.6853, 11.7417], [-2.9924, 1.3883, -3.9581], [-0.6059, 0.4336, 10.1867], [4.0933, -5.1710, 13.8951], [-3.5955, -0.0878, -3.5202], [-3.1944, -2.4466, -5.3324], [6.2620, -1.3836, 6.7522], [3.0197, 0.4344, 1.0344], [5.2707, 8.0206, -6.3362], [-0.2941, 4.4043, -8.6037], [2.0862, -1.5077, -0.6482], [5.9907, 9.1928, -12.1767], [-5.1379, 4.9093, -2.8757], [-8.9357, -1.7623, 0.9328], [0.1743, -3.7264, -5.5509], [-0.7999, 2.0572, -5.0837], [2.5790, -0.2504, -2.4905], [5.3717, 0.6856, 9.6008], [9.0444, -3.6214, 4.7098], [3.1347, 9.4697, -11.6767], [3.3226, -0.2055, 2.3578], [10.9981, -0.5197, 10.9242], [-5.2651, 0.2074, -1.9389], [-3.8204, 2.7497, -3.4482], [4.0795, 7.6838, -13.7746], [1.9107, 1.7369, 9.5146], [1.6401, 1.0556, 2.7665], [7.0376, -0.2951, 10.9490], [3.9865, -2.4508, 12.8595], [-12.8656, -5.5210, -0.2474], [-2.8060, -0.8000, -6.1610], [4.9312, -0.3308, 5.1168], [4.3314, 10.0226, -13.6302], [-3.7597, 1.8173, 0.5624], [-4.7887, -0.0912, -5.5903], [-9.3295, -1.1918, -0.6978], [8.3989, -4.5027, 4.7440], [6.7176, -3.9701, 4.5739], [-11.8037, -6.8465, 0.2575], [-4.9829, -0.1548, -4.4398], [1.3799, -1.6741, 4.5902], [3.5988, 8.5053, -8.6714], [-3.2895, 0.2040, -0.7744], [-1.3860, 4.8631, -7.2858], [3.0942, 8.9217, -6.4072], [-0.8317, -3.5881, -5.4519], [3.0314, -3.8456, 13.3901], [-2.4681, 2.0761, -0.5709], [-1.4840, 1.3371, -3.6319], [3.7263, 0.0029, 7.1145], [-8.3791, -4.0279, -4.0003], [12.2636, 0.0527, 12.0244], [0.2222, -2.3139, -2.6322], [-13.4695, -5.8658, -1.0907], [3.6779, -2.0081, -1.5312], [-8.5742, -5.9833, -5.3012], [-7.3153, -1.4901, -2.9279], [2.6899, -0.8669, -3.4801], [-9.5780, -1.2385, 1.6454], [-4.2025, -0.3177, -2.0222], [-7.2478, -1.3966, 1.3291], [8.8494, -5.5768, 3.4089], [-8.7829, -5.7180, -2.4082], [0.7930, 0.6393, -1.2888], [-13.9575, -5.0623, 1.0705], [-4.4157, -1.4742, -1.8154], [-2.1449, -0.0237, -0.8443], [-0.0509, -1.5081, -5.6036], [-9.0246, -4.9092, -3.9661], [5.9756, 1.0304, 10.4441], [0.6610, 5.7991, -9.1344], [4.7209, -0.9452, 5.9959], [-3.4400, 1.6684, -0.4197], [3.0690, -1.0562, -1.1490]],
  "atomic_forces_ev_per_a": [[-1.55, 1.80, -1.14], [-0.59, 0.79, 0.21], [-0.01, 0.41, 2.55], [0.09, -0.06, -0.19], [0.21, 0.12, 0.30], [0.14, 0.16, 0.08], [-4.91, -1.68, 1.51], [0.94, 0.95, -0.82], [-0.28, -1.33, 1.10], [-0.10, 0.28, -0.01], [2.33, 1.04, 0.30], [-0.17, 0.17, 0.31], [1.38, 1.61, 1.56], [0.07, 0.15, 0.01], [0.23, 0.01, -0.03], [1.71, -2.01, -0.54], [-0.49, -1.08, -2.29], [-0.12, 0.07, 0.00], [-0.50, -1.46, 1.05], [0.09, -0.05, -0.12], [-1.68, -1.36, 0.82], [-0.02, 1.73, 1.50], [0.88, 0.96, -2.25], [0.18, 0.10, 0.33], [-1.78, -1.93, 0.12], [-0.01, -0.12, -0.36], [-0.49, -0.41, -1.52], [0.03, -2.07, -1.75], [0.23, 0.42, 0.10], [0.14, 0.18, 0.15], [0.49, -6.68, -3.48], [-0.50, -0.31, 0.32], [-0.01, 0.16, -0.19], [0.12, 0.01, -0.10], [-0.33, -0.20, -0.05], [-3.31, 0.72, -2.03], [1.67, 2.02, 1.91], [-0.48, -2.10, 0.22], [-0.01, -0.10, 0.08], [2.42, -0.68, -0.11], [-0.15, -0.10, 0.00], [-0.67, -2.43, 0.66], [6.01, -7.07, -2.87], [1.01, -0.36, 0.85], [-0.64, 8.46, 4.40], [0.38, -0.14, 0.00], [0.19, 0.02, -0.08], [-1.48, 2.36, -0.21], [0.20, 0.05, 0.08], [-0.16, 0.14, -0.10], [-2.09, 1.06, -1.40], [1.70, 1.99, 0.12], [-0.23, 0.24, 0.03], [0.19, -0.61, -0.25], [-0.23, 0.04, -0.05], [0.20, 0.19, -0.38], [2.33, 1.07, -0.66], [-0.23, 0.04, -0.11], [1.39, -3.07, -0.58], [-0.14, -0.29, 0.17], [-2.40, 0.01, 0.23], [5.67, 0.50, -0.20], [0.43, 0.75, -0.09], [0.17, 0.12, 0.26], [-0.23, -0.31, 0.01], [0.06, 0.07, -0.27], [-1.85, 1.58, -0.58], [0.07, 0.08, -0.09], [2.47, -0.91, -0.25], [-5.13, 6.66, 2.90], [0.02, 0.22, 0.08], [-0.08, -0.05, 0.11], [0.86, -2.04, 1.31], [-0.49, 0.16, -0.09], [-0.05, -0.19, 0.07], [-0.08, 0.01, -0.06], [0.98, -0.99, 1.90], [-0.09, -0.23, 0.25], [0.00, -0.29, 0.27], [0.67, -0.30, -1.25], [-0.37, -0.41, 2.23], [-0.27, 0.03, 0.35], [0.04, 0.02, 0.01], [0.26, -0.15, -0.08], [-0.11, 0.14, -0.09], [-0.92, -0.26, -0.11], [-0.32, 1.42, -2.40], [-0.02, -0.09, 0.36], [-0.52, -0.81, 1.85], [-0.05, 0.02, -0.08], [0.18, -0.30, -0.18], [2.19, 2.33, -0.29], [-0.01, -0.02, -0.03], [-2.06, -0.23, 0.66], [-2.46, -1.96, 0.15], [0.05, -0.08, -0.12], [-0.20, -0.31, 0.00], [-0.14, -0.11, -0.17], [-0.46, 1.72, -0.28], [0.22, 0.11, 0.30], [-1.25, 2.11, 0.83], [-0.02, 0.17, 0.16], [2.34, 0.43, -1.88], [-0.23, 1.05, 1.95], [0.23, -0.15, -0.27], [0.32, 0.10, 1.11], [-0.09, 0.05, -0.03], [0.00, 0.15, 0.13], [0.00, 0.16, -0.15], [0.54, -0.76, -2.36], [0.10, -0.07, -0.19], [0.69, 2.42, -0.93], [-2.09, 0.00, -0.28], [-1.81, -1.06, -0.13], [0.08, 0.03, -0.02], [-0.04, -0.21, -0.05], [-0.35, -0.37, -0.04], [0.20, 0.03, -0.07], [1.72, -0.60, -0.47], [0.04, -1.12, -1.08]]
}